Record 1
Entry from the OMol25 dataset: 2 unconnected molecules or ions with the total composition C29H47FN3O9 in a non-equilibrium geometry (ωB97M-V with the def2-TZVPD basis set).

Structure (XYZ):
```
89
Properties=species:S:1:pos:R:3:forces:R:3
F 0.835501 2.290110 -3.720818 -0.1 -0.4 0.1
O 3.454899 -0.349687 2.369319 0.1 -1.6 0.3
O 5.327406 4.373652 1.157389 -0.3 -0.2 -0.2
O 1.862755 4.177129 -4.168154 -0.1 0.0 -0.1
O -0.354907 -4.817771 -0.509740 0.2 -0.2 0.0
O 3.374004 4.468004 -1.771175 -0.2 -0.1 0.2
O -3.534263 -2.327267 -1.368718 0.0 0.2 0.8
O 5.655563 2.915613 -0.531744 -0.3 0.1 -0.5
O 7.315064 -0.605977 0.276662 0.1 0.2 0.0
O 6.056840 1.707426 0.138159 -0.1 -0.4 0.1
N 0.100095 -6.914398 -1.246654 0.1 -0.1 0.0
N 3.461291 2.019819 2.370205 -0.5 -0.1 -0.9
N 0.707267 2.835039 0.064824 0.5 -0.1 -0.1
C 1.329495 3.527283 -0.924204 -0.3 0.0 -0.4
C 0.849111 -8.146945 -1.085817 -0.2 0.1 -0.2
C 7.477607 1.794312 0.251431 0.3 0.4 0.2
C 2.692059 3.787556 -0.811500 0.2 0.1 0.4
C -3.112647 3.274791 -0.033703 0.3 0.1 0.8
C 0.251287 -5.872595 -0.415841 0.0 0.1 0.1
C -5.759058 -0.420942 0.857947 0.4 0.5 -0.7
C 1.185315 3.546058 -3.443167 0.4 0.7 -0.2
C 4.881736 3.597207 0.373902 0.7 0.4 0.5
C -5.841012 -0.319007 -0.680638 -0.4 -0.6 -0.1
C -0.751499 2.543064 0.045655 -0.4 0.3 0.2
C 3.415487 3.309334 0.275148 0.0 -0.1 -0.1
C -0.848295 -6.799090 -2.343553 0.0 0.2 0.1
C -4.204880 0.808607 2.576310 0.4 0.3 -0.5
C -4.329888 -0.120231 1.355007 -0.3 -0.5 0.9
C 1.408326 2.364757 1.115082 -0.1 0.1 -0.1
C -5.224136 2.772782 1.243371 -0.1 1.1 0.4
C -1.657511 3.766378 0.148134 -0.4 0.0 -0.5
C 2.766750 2.563955 1.243697 0.1 0.0 0.6
C 8.049818 -1.824599 0.331436 -0.3 -0.5 -0.1
C 8.021848 0.495354 0.804593 -0.3 -0.5 0.0
C 7.208651 -2.944410 0.936495 0.2 0.3 -0.1
C -4.106817 3.821376 1.017612 0.3 -1.0 -0.9
C -4.817557 -2.674343 -0.875653 -0.3 -0.6 -1.0
C -5.809552 -1.673528 -1.425549 0.1 0.8 0.2
C -2.445054 -2.746420 -0.548853 0.0 0.2 -0.5
C 0.569118 4.008287 -2.141441 -0.2 -0.4 0.4
C -5.111600 2.045049 2.589343 0.1 -0.4 -0.5
C 3.454440 0.785142 2.367541 0.2 1.5 0.1
H -1.849176 -1.859392 -0.322880 0.2 0.0 0.1
H 7.962009 0.496768 1.897945 0.0 -0.1 0.1
H -3.900330 -1.076414 1.659884 0.2 0.0 -0.1
H 7.719733 2.594058 0.952666 0.1 0.1 0.0
H -5.248915 2.111997 0.382064 -0.1 -0.2 0.0
H -5.091773 -3.658512 -1.277527 0.1 -0.1 0.1
H 9.071277 0.421327 0.513833 0.2 0.3 0.1
H -0.959118 1.940989 0.923752 0.2 -0.2 0.1
H -1.837571 -3.474536 -1.077631 0.0 0.1 0.0
H -6.170756 3.311905 1.246152 -0.1 -0.1 0.0
H -1.466970 4.511628 -0.618740 0.3 0.1 0.0
H -0.437317 3.610069 -2.140154 -0.1 0.0 0.1
H 8.325253 -2.083714 -0.690831 0.2 0.0 0.0
H 7.874426 -3.656184 1.415755 -0.1 -0.2 0.1
H 6.546209 -2.513550 1.683275 -0.1 -0.1 0.1
H -0.569487 -5.965697 -2.988881 -0.1 0.0 0.0
H 6.615857 -3.464506 0.190780 -0.1 0.0 0.0
H 0.871017 1.817276 1.871654 -0.2 0.0 0.0
H 0.989842 -6.055305 0.381828 0.0 0.0 0.0
H -3.684610 0.219541 0.549235 -0.1 0.2 -0.2
H -5.502568 -1.461763 -2.448711 -0.1 -0.2 -0.2
H -4.842407 -2.774112 0.209413 0.1 0.2 0.1
H -3.449496 3.470363 -1.049038 -0.1 0.0 -0.1
H -3.109629 2.191378 0.091737 0.0 -0.1 -0.1
H -2.751206 -3.195682 0.396145 -0.2 0.0 0.0
H -1.014016 1.917819 -0.804125 0.3 0.1 -0.3
H -6.113643 1.773132 2.910643 -0.1 -0.1 0.2
H -0.854905 -7.719491 -2.920761 0.0 0.0 0.0
H 1.510846 -8.074774 -0.225730 0.0 0.0 0.0
H -6.506422 0.259523 1.258517 0.1 0.1 0.3
H 0.488671 5.091630 -2.117221 0.2 0.1 -0.2
H -1.524043 4.260427 1.108365 0.1 -0.1 0.1
H -6.776926 0.171252 -0.948213 0.0 0.1 -0.1
H -4.531935 4.756240 0.665643 0.1 0.2 0.2
H 3.247560 5.422091 -1.672869 0.0 0.0 -0.2
H -4.697911 2.750420 3.307969 -0.2 0.1 0.3
H -6.031132 -1.418458 1.189971 -0.3 -0.1 0.0
H -5.048933 0.309054 -1.086631 0.2 0.1 0.2
H -3.172715 1.181780 2.576670 0.1 -0.1 0.1
H -6.825250 -2.060953 -1.481635 0.0 -0.3 0.2
H 7.919711 2.036474 -0.712222 -0.2 -0.1 -0.2
H -3.536030 3.977689 1.930977 -0.2 0.2 0.2
H -1.847412 -6.607410 -1.951355 0.0 0.0 -0.1
H 8.955255 -1.731408 0.930351 0.1 0.3 0.0
H 1.448285 -8.336603 -1.977927 0.0 -0.1 0.0
H 0.162849 -8.981722 -0.934592 0.1 -0.1 0.0
H -4.308771 0.234897 3.495130 -0.2 0.1 0.1
```
Positions in Å, forces in eV/Å.

Results
- E_HOMO (eV) = -10.9
- gap between HOMO and LUMO (Ha) = 0.23842
- lowest unoccupied orbital energy (Ha) = -0.1608
- DFT total energy (eV) = -56439.3592
- charge = +1

---

Record 2
Entry from the OMol25 dataset: C2H2F4 in the gas phase in a non-equilibrium geometry (ωB97M-V with the def2-TZVPD basis set).

Structure (XYZ):
```
8
Properties=species:S:1:pos:R:3:forces:R:3
F -0.247190 0.035608 -1.737152 0.0 0.4 -0.5
F 1.148084 1.196378 0.363723 0.8 1.3 -0.1
F -1.483885 0.900844 -0.077979 0.6 0.3 -0.5
F 0.317413 -0.297513 1.690868 -0.2 -0.1 0.1
C 0.642463 -0.017149 0.399241 -0.2 -0.8 0.6
C -0.593227 -0.068305 -0.449372 -1.5 -0.6 0.8
H 1.368652 -0.763846 0.095125 0.3 0.0 -0.3
H -1.152310 -0.986018 -0.284453 0.2 -0.4 -0.2
```
Positions in Å, forces in eV/Å.

Results
- SMILES = FC(F)C(F)F
- energy relative to the best compared isomer or geometry (same formula, charge and spin) (eV) = 0.2642
- E_HOMO (eV) = -12.5
- gap between HOMO and LUMO (Ha) = 0.49201
- lowest unoccupied orbital energy (Ha) = 0.0341
- DFT total energy (eV) = -12976.2097
- charge = 0

---

Record 3
Entry from the OMol25 dataset: 3 unconnected molecules or ions with the total composition C2H11N3O in a non-equilibrium geometry (ωB97M-V with the def2-TZVPD basis set).

Structure (XYZ):
```
17
Properties=species:S:1:pos:R:3:forces:R:3
O -1.228000 0.986671 1.331463 -0.3 -1.4 0.0
N 0.223102 -1.946447 0.426383 0.2 0.1 -0.2
N -0.280636 -0.760690 -0.230123 1.5 1.9 0.9
N 0.548306 2.124280 0.829323 1.6 -0.6 -1.4
C -0.778418 -1.066813 -1.564502 0.1 0.1 -0.1
C 1.402412 1.415065 0.108571 0.3 2.7 1.3
H -1.650057 -1.722830 -1.506676 0.0 0.1 0.1
H -0.012745 -1.562436 -2.164410 0.0 0.0 0.1
H -0.567309 -2.408080 0.870326 0.0 0.2 0.0
H 0.705335 2.046220 1.830165 -0.1 -0.3 0.0
H -1.625146 1.813586 1.039448 -0.1 -0.4 -0.3
H -1.063984 -0.131495 -2.045819 -0.1 0.0 0.0
H 1.509189 1.738779 -0.924882 -0.3 -0.3 -0.2
H -0.952673 -0.027113 0.513124 -0.3 1.0 0.0
H 2.336582 1.050246 0.548675 -0.3 -0.6 0.1
H 0.599855 0.076546 -0.234380 -2.2 -2.4 -0.3
H 0.834188 -1.625488 1.173314 -0.1 -0.1 0.0
```
Positions in Å, forces in eV/Å.

Results
- energy relative to the best compared isomer or geometry (same formula, charge and spin) (eV) = 4.1634
- E_HOMO (spin up / spin down) (eV) = -8.2 / -8.2
- gap between HOMO and LUMO (spin up / spin down) (Ha) = 0.32426 / 0.32431
- lowest unoccupied orbital energy (spin up / spin down) (Ha) = 0.0221 / 0.0221
- DFT total energy (eV) = -8765.6510
- charge = 0